# C24H43BrIrP2

C24H43BrIrP2 as an isolated structure in a non-equilibrium geometry (ωB97M-V with the def2-TZVPD basis set, the Open Molecules 2025 dataset).

Its HOMO energy (spin up / spin down) is -8.443 / -10.575 eV. The spin multiplicity is 5. Its total charge is +1. The calculation puts the HOMO-LUMO gap (spin up / spin down) at 6.08 / 5.67 eV.

CARTESIAN COORDINATES (ANGSTROEM)
1 Ir 0.60697 0.05688 0.21501
2 C 3.03534 0.06341 0.16407
3 C 2.26397 1.04856 0.98930
4 C 3.15163 -0.65579 2.36015
5 C 3.53670 -0.94145 1.01569
6 C 2.42859 0.53380 2.38877
7 C 3.51881 0.27969 -1.21853
8 H 3.02479 1.11938 -1.71672
9 H 3.38423 -0.62397 -1.83319
10 H 4.60074 0.48457 -1.19612
11 C 4.41982 -2.05604 0.60476
12 H 4.33400 -2.23023 -0.47516
13 H 4.14902 -2.97971 1.13236
14 H 5.47406 -1.83009 0.84156
15 C 3.51574 -1.50233 3.52390
16 H 4.56331 -1.35254 3.82013
17 H 3.38577 -2.55954 3.26596
18 H 2.87536 -1.27523 4.38098
19 C 2.05749 1.29649 3.59771
20 H 2.94863 1.72314 4.08729
21 H 1.57087 0.66569 4.35336
22 H 1.38383 2.12495 3.35060
23 C 2.47498 2.50430 0.74240
24 H 3.46478 2.78257 1.13082
25 H 1.72281 3.10395 1.25706
26 H 2.45981 2.73026 -0.32163
27 C -2.78221 -0.43033 -2.96515
28 C -1.96152 0.51412 -3.47899
29 C -2.25664 1.98460 -3.50616
30 C -2.87237 2.56952 -2.20545
31 C -2.46587 1.88759 -0.91821
32 C -3.15525 0.86885 -0.38728
33 C -4.37320 0.27234 -1.02962
34 C -4.19132 -0.19754 -2.50098
35 H -2.95421 2.23916 -4.32947
36 H -3.97466 2.60738 -2.31943
37 H -1.30881 2.50932 -3.71389
38 H -4.70100 0.51737 -3.16954
39 H -2.55583 -1.48694 -3.15369
40 H -1.12026 0.19820 -4.11252
41 H -4.74474 -1.14928 -2.60191
42 H -4.70121 -0.59741 -0.43104
43 H -3.05147 0.59890 0.66703
44 H -5.23301 0.97107 -1.02746
45 H -2.54530 3.62644 -2.14750
46 H -1.70863 2.43184 -0.33887
47 P -0.47796 -1.10755 -1.37419
48 P -0.90673 -0.50205 1.79252
49 C -1.81301 -2.06719 -0.54671
50 C -2.00153 -1.75334 0.95955
51 H -1.58294 -3.13142 -0.70749
52 H -2.74174 -1.87650 -1.11490
53 H -3.03487 -1.45189 1.16342
54 H -1.83086 -2.68701 1.51155
55 C -0.37457 -1.37309 3.29438
56 H 0.50272 -0.89802 3.74431
57 H -0.13370 -2.41201 3.05783
58 H -1.20872 -1.32910 4.00590
59 C -1.62830 1.05169 2.44506
60 H -2.67717 0.89410 2.72852
61 H -1.57736 1.84931 1.69538
62 H -1.05503 1.36488 3.32908
63 C 0.41680 -1.96452 -2.70959
64 H 1.44839 -1.59448 -2.79830
65 H -0.09170 -1.79883 -3.66768
66 H 0.45855 -3.04021 -2.51160
67 C 0.26945 0.73811 -1.77285
68 H 0.97732 1.26487 -1.05917
69 H -0.58031 1.40852 -1.89956
70 H 0.83488 0.55099 -2.69452
71 Br 1.11384 -2.58119 0.33869

# C24H43ClMnP2

C24H43ClMnP2 as an isolated structure in a non-equilibrium geometry (ωB97M-V with the def2-TZVPD basis set, the Open Molecules 2025 dataset).

Its HOMO energy (spin up / spin down) is -8.960 / -11.466 eV. The spin multiplicity is 5. Its total charge is +1. The calculation puts the HOMO-LUMO gap (spin up / spin down) at 6.28 / 8.20 eV.

CARTESIAN COORDINATES (ANGSTROEM)
1 Mn -0.07088 0.07400 1.73251
2 C -0.93251 -1.72641 2.60425
3 C 0.39926 -2.04189 2.13867
4 C 0.56511 -0.33162 3.71853
5 C -0.82206 -0.69421 3.59936
6 C 1.32534 -1.16137 2.81087
7 C -2.18132 -2.48868 2.32731
8 H -2.15912 -2.98073 1.35040
9 H -3.06980 -1.83976 2.35682
10 H -2.33509 -3.28276 3.07598
11 C -1.90588 -0.30582 4.53496
12 H -2.86272 -0.20902 4.01012
13 H -1.68594 0.64335 5.03469
14 H -2.03976 -1.06773 5.31885
15 C 1.14684 0.53660 4.77590
16 H 1.36293 -0.03419 5.69234
17 H 0.46153 1.34450 5.05646
18 H 2.09242 0.98318 4.44718
19 C 2.81014 -1.26049 2.77363
20 H 3.16546 -1.94904 3.55687
21 H 3.28661 -0.28643 2.94593
22 H 3.15486 -1.65307 1.81141
23 C 0.78315 -3.25133 1.36824
24 H 1.02555 -4.07852 2.05886
25 H 1.67786 -3.07441 0.75625
26 H -0.01979 -3.61389 0.71650
27 C -1.45217 1.47958 -3.29813
28 C -1.74382 0.16969 -3.40885
29 C -1.11050 -0.78645 -4.37135
30 C 0.37663 -0.51264 -4.72008
31 C 1.23761 -0.05308 -3.58913
32 C 1.55642 1.22798 -3.31605
33 C 0.87123 2.43643 -3.86754
34 C -0.62578 2.27180 -4.25425
35 H -1.67822 -0.81208 -5.32069
36 H 0.42445 0.17947 -5.57084
37 H -1.19827 -1.81189 -3.97564
38 H -0.69979 1.87743 -5.27608
39 H -1.93396 2.07815 -2.51830
40 H -2.62447 -0.22478 -2.88856
41 H -1.05312 3.29068 -4.29477
42 H 0.95148 3.25438 -3.13132
43 H 2.46113 1.46135 -2.74518
44 H 1.40838 2.81412 -4.75708
45 H 0.79926 -1.46619 -5.08258
46 H 1.72030 -0.87678 -3.04926
47 P -1.53434 0.07212 0.06344
48 C -3.09526 0.93859 -0.23951
49 C -1.58420 -1.54083 -0.78877
50 P 1.44951 0.69184 0.24906
51 C -0.09213 0.91451 -0.76067
52 C 2.54750 -0.49441 -0.57711
53 C 2.39784 2.22978 0.17670
54 H -3.13156 1.85446 0.36549
55 H -3.91911 0.28355 0.08398
56 H -3.25573 1.19242 -1.29721
57 H -1.20358 -1.45941 -1.81546
58 H -2.61962 -1.90886 -0.81670
59 H -0.95816 -2.26886 -0.24977
60 H 2.36851 2.67330 -0.83026
61 H 3.44129 2.00826 0.44631
62 H 2.00618 2.94499 0.90724
63 H -0.30206 1.97354 -0.94587
64 H 0.05109 0.43232 -1.72561
65 H 3.46154 -0.60234 0.02402
66 H 2.84009 -0.13888 -1.57233
67 H 2.07922 -1.48215 -0.67924
68 Cl -1.85195 2.39449 2.76477
69 C -0.25988 2.03868 2.06236
70 H 0.49021 2.29905 2.82186
71 H -0.18432 2.70633 1.19599

# C24H43ClP2Rh

C24H43ClP2Rh as an isolated structure in a non-equilibrium geometry (ωB97M-V with the def2-TZVPD basis set, the Open Molecules 2025 dataset).

Its HOMO energy (spin up / spin down) is -9.439 / -9.328 eV. As for the energy relative to the best compared isomer or geometry (same formula, charge and spin): 0.0 kcal per mole. The spin multiplicity is 5. Its total charge is +1. The calculation puts the HOMO-LUMO gap (spin up / spin down) at 7.26 / 4.80 eV.

CARTESIAN COORDINATES (ANGSTROEM)
1 Rh -0.32499 0.40774 -1.21881
2 C -0.99796 -1.66967 2.77086
3 C 0.27016 -1.83014 2.15032
4 C 0.53349 -0.44158 3.96835
5 C -0.83535 -0.80734 3.88827
6 C 1.22278 -1.08294 2.89776
7 C -2.27881 -2.27614 2.35011
8 H -2.11969 -3.08640 1.63324
9 H -2.94779 -1.52784 1.89263
10 H -2.81403 -2.69725 3.21480
11 C -1.88524 -0.45379 4.86668
12 H -2.86808 -0.36718 4.38596
13 H -1.65788 0.49563 5.36124
14 H -1.97080 -1.22626 5.64663
15 C 1.16020 0.36852 5.03255
16 H 1.50350 -0.26603 5.86343
17 H 0.44770 1.09352 5.44260
18 H 2.03138 0.91695 4.65926
19 C 2.66927 -0.98236 2.64585
20 H 3.25590 -1.45464 3.45193
21 H 2.98927 0.07316 2.58848
22 H 2.94547 -1.47370 1.70613
23 C 0.58608 -2.66675 0.97278
24 H 1.24799 -3.50123 1.26563
25 H 1.11390 -2.10018 0.18764
26 H -0.31421 -3.09861 0.52083
27 C -1.35592 1.74763 -2.47910
28 C -1.84513 0.26691 -2.60560
29 C -1.42548 -0.56213 -3.81590
30 C 0.09668 -0.70363 -3.92704
31 C 0.76589 -0.32010 -2.60329
32 C 1.50108 1.00742 -2.53301
33 C 0.99917 2.07288 -3.55422
34 C -0.50781 2.31420 -3.63320
35 H -1.83136 -0.09288 -4.71443
36 H 0.48308 -0.08764 -4.75148
37 H -1.88055 -1.55255 -3.72266
38 H -0.94671 1.96218 -4.57578
39 H -2.28819 2.35477 -2.39700
40 H -2.94255 0.35062 -2.62498
41 H -0.66010 3.40682 -3.59783
42 H 1.48651 3.02110 -3.29328
43 H 2.54386 0.76870 -2.79760
44 H 1.35719 1.83735 -4.56208
45 H 0.35930 -1.74951 -4.14473
46 H 1.36729 -1.14036 -2.16749
47 P -2.31439 -0.73036 -0.90218
48 C -3.74930 0.18842 -0.25871
49 C -2.68246 -2.42188 -1.40335
50 P 2.81273 1.20403 0.20308
51 C 1.53258 1.53852 -1.09936
52 C 3.87173 -0.03022 -0.65355
53 C 3.62949 2.84229 0.04798
54 H -3.40726 1.03052 0.35258
55 H -4.33640 -0.49933 0.36272
56 H -4.36427 0.56675 -1.08405
57 H -1.83948 -2.86897 -1.95601
58 H -3.59642 -2.46402 -2.01824
59 H -2.83521 -3.01078 -0.48437
60 H 3.84201 3.06088 -1.00935
61 H 4.55060 2.87833 0.64726
62 H 2.91567 3.58501 0.44259
63 H 1.32084 2.61696 -1.05189
64 H -0.93408 2.04113 -1.46521
65 H 4.61890 -0.43306 0.04877
66 H 4.39212 0.41869 -1.51085
67 H 3.24612 -0.87373 -0.99042
68 Cl -1.06519 2.98594 0.82644
69 C -0.67339 1.25813 0.75758
70 H 0.29497 1.13851 1.26387
71 H -1.46846 0.73099 1.29018